Density functional theory data (ωB97M-V/def2-TZVPD) for an isolated molecule of C4H6OS at a distorted geometry.

```
12
Properties=species:S:1:pos:R:3:forces:R:3:mulliken_charge:R:1
C -2.23176 -0.75483 -0.15329 0.886 -0.019 -0.022 -0.679
C -1.08304 -0.30840 0.35532 -0.080 0.205 0.359 0.114
O -0.44967 0.80612 -0.19462 -0.709 -0.578 0.278 -0.362
C 0.88280 0.97904 0.18143 1.289 -1.008 0.395 -0.460
C 1.81996 -0.04436 -0.47737 -0.928 0.912 -0.358 -0.081
S 3.25862 -0.45404 0.04897 0.557 -0.191 0.341 -0.238
H -2.58146 -0.25629 -1.05587 -0.273 -0.327 0.210 0.251
H -2.70475 -1.65328 0.25911 0.091 0.648 -0.206 0.246
H -0.63211 -0.72666 1.28354 -0.135 0.363 -0.822 0.262
H 1.23497 1.97945 -0.08287 -0.323 -0.034 -0.158 0.324
H 1.04948 0.85400 1.25782 -0.281 0.210 0.082 0.321
H 1.43695 -0.42075 -1.42217 -0.094 -0.180 -0.100 0.301
```
Forces are in eV/Å.

Properties
Maximum force   1.7 eV/A
Highest occupied orbital energy   -8.8663 eV
Structure (SMILES)   C=COCC=S
Energy   -17125.9150 eV
Orbital gap   8.51 eV
Relative energy (zero: lowest compared OMol25 entry of this formula, charge and spin)   213.70 kJ/mol

=====

Density functional theory data (ωB97M-V/def2-TZVPD) for a cluster of 2 separate species, C7H10 in total.

```
17
Properties=species:S:1:pos:R:3:forces:R:3:mulliken_charge:R:1
C -2.24565 -0.40231 -0.24118 0.042 0.065 0.061 -0.774
C -1.40222 0.29295 0.50632 -0.123 -0.016 -0.040 0.639
C -0.92616 0.61094 1.84002 -0.171 -0.130 0.240 -0.546
C 0.50310 0.90792 1.51728 0.219 -0.013 0.066 -0.295
C -0.55938 1.47071 0.62769 -0.037 0.199 -0.253 -0.467
H -2.37848 -0.17290 -1.29418 0.039 -0.012 0.157 0.277
H -2.82626 -1.21648 0.18074 0.099 0.118 -0.033 0.245
H -1.48542 0.88754 2.72437 0.086 -0.049 -0.146 0.265
H 1.14766 0.11392 1.13964 -0.144 0.124 0.053 0.167
H 0.99976 1.62020 2.17608 -0.089 -0.104 -0.108 0.246
H -0.79497 2.50954 0.43644 0.033 -0.167 0.029 0.254
C 1.02478 -0.92913 -1.63268 0.158 -0.052 -0.005 -0.506
C 2.30795 -1.26971 -1.58728 -0.146 0.039 -0.021 -0.438
H 0.22945 -1.65378 -1.47816 0.152 0.096 -0.023 0.230
H 0.70979 0.09668 -1.81170 0.074 -0.151 0.026 0.220
H 2.62048 -2.29477 -1.40244 -0.064 0.142 -0.023 0.239
H 3.09951 -0.53873 -1.73494 -0.126 -0.088 0.022 0.244
```
Forces are in eV/Å.

Properties
Maximum force   0.3 eV/A
Highest occupied orbital energy   -8.5359 eV
Structure (SMILES)   C=C1[C@H]2C[C@@H]12.C=C
Energy   -7417.0502 eV
Orbital gap   9.68 eV
Relative energy (zero: lowest compared OMol25 entry of this formula, charge and spin)   384.45 kJ/mol

=====

Density functional theory data (ωB97M-V/def2-TZVPD) for an isolated molecule of C4H6N2.

```
12
Properties=species:S:1:pos:R:3:forces:R:3:mulliken_charge:R:1
C -1.73252 -0.27989 -0.02005 -0.073 -0.014 -0.003 -1.078
C -0.26138 0.00125 0.04330 0.112 -0.014 -0.046 0.716
C 0.38679 1.12830 0.60373 -0.036 0.080 0.032 -0.406
N 1.70257 1.08060 0.45504 -0.221 -0.073 -0.016 -0.763
N 1.91701 -0.06880 -0.19421 0.094 -0.101 -0.056 0.247
C 0.77651 -0.75093 -0.46171 -0.046 0.071 0.029 -0.602
H -2.25266 0.47223 -0.62507 0.082 -0.128 0.097 0.257
H -1.92787 -1.25887 -0.46804 0.043 0.139 0.059 0.308
H -2.19092 -0.27396 0.97489 0.095 0.004 -0.132 0.277
H -0.06665 1.97352 1.10919 0.092 -0.136 -0.085 0.429
H 2.86004 -0.32181 -0.43818 -0.131 0.004 0.047 0.203
H 0.78907 -1.70164 -0.97890 -0.010 0.170 0.074 0.414
```
Forces are in eV/Å.

Properties
Maximum force   0.2 eV/A
Highest occupied orbital energy   -9.0639 eV
Structure (SMILES)   Cc1cn[nH]c1
Energy   -7225.0307 eV
Orbital gap   10.11 eV
Relative energy (zero: lowest compared OMol25 entry of this formula, charge and spin)   54.06 kJ/mol

=====

Density functional theory data (ωB97M-V/def2-TZVPD) for a cluster of 2 separate species, C2H8O2S2Si in total at a distorted geometry.

```
15
Properties=species:S:1:pos:R:3:forces:R:3:mulliken_charge:R:1
C -2.09624 0.85006 -1.24981 3.279 2.212 -0.087 -0.551
O -1.85352 -0.03886 -0.16134 -0.103 -0.245 -0.517 -0.226
Si -0.68265 -1.11385 -0.31054 1.580 -0.908 -0.237 0.630
S 0.51756 -1.74389 -1.76823 -1.079 0.549 0.884 -0.452
S -0.53521 -1.88285 1.63767 0.367 -0.681 0.515 -0.291
H -1.32892 0.68203 -2.16401 -2.115 0.142 1.914 0.280
H -1.79185 1.88103 -0.78310 -0.983 -1.561 -1.318 0.198
H -3.13285 0.75681 -1.44904 -0.782 0.291 -0.792 0.250
H -1.80166 -1.88203 2.09823 0.054 0.368 -0.388 0.148
C 2.41670 0.20620 0.53337 0.573 3.801 5.421 -0.794
O 1.21685 0.98452 0.50846 0.237 -1.143 -3.624 -0.462
H 2.52614 -0.62049 1.22454 -0.921 -0.313 0.346 0.311
H 3.11160 1.00389 0.96421 0.135 -1.407 -0.894 0.264
H 2.71310 -0.12613 -0.35539 0.692 -0.861 -3.947 0.396
H 0.72094 1.04355 1.27497 -0.934 -0.247 2.723 0.300
```
Forces are in eV/Å.

Properties
Maximum force   6.6 eV/A
Highest occupied orbital energy   -9.1093 eV
Structure (SMILES)   CO[Si](=S)S.CO
Energy   -35847.4888 eV
Orbital gap   9.31 eV
Relative energy (zero: lowest compared OMol25 entry of this formula, charge and spin)   138.19 kJ/mol

=====

Density functional theory data (ωB97M-V/def2-TZVPD) for an isolated molecule of C22H24N2O4.

```
52
Properties=species:S:1:pos:R:3:forces:R:3:mulliken_charge:R:1
C -2.98633 -4.11587 0.19817 -0.027 0.000 -0.009 -1.592
C -2.29592 -2.93716 -0.41182 0.023 0.099 -0.072 1.200
C -0.92801 -2.94413 -0.65355 -0.056 0.004 -0.002 -0.429
C -0.30521 -1.84376 -1.20669 -0.046 0.206 -0.145 -1.084
C -1.03062 -0.68906 -1.51222 0.010 -0.663 0.033 0.076
C -0.27140 0.47062 -2.02376 0.013 0.150 -0.266 0.466
O 0.86206 0.33977 -2.44266 -0.196 0.095 -0.088 -0.671
C -0.89199 1.84953 -1.94274 0.245 0.266 0.118 -1.439
C -0.74910 2.46563 -0.52030 -0.039 -0.281 -0.306 2.165
O -1.17350 3.80432 -0.53060 -0.064 0.089 0.064 -0.690
C 0.72320 2.35776 -0.07946 -0.061 0.309 0.001 -0.081
O 1.62976 3.02806 -0.51267 0.012 0.105 -0.147 -0.679
N 0.80688 1.42786 0.91652 0.329 -0.237 0.003 0.484
C 2.06985 1.13055 1.59053 0.262 0.092 0.073 -1.661
N 2.77660 -0.02026 1.12060 0.136 -0.082 0.148 0.117
C 3.19758 0.07644 -0.27138 0.144 -0.234 -0.142 0.095
C 4.08380 -1.11857 -0.61379 0.040 0.438 -0.072 -0.961
O 3.41722 -2.33806 -0.37326 -0.125 -0.130 -0.176 -0.395
C 3.04834 -2.43046 0.97838 -0.255 0.054 0.360 -0.979
C 2.11853 -1.28714 1.38864 0.186 -0.201 -0.113 0.077
C -0.46738 1.01436 1.31139 -0.706 0.105 0.010 0.389
C -0.83280 0.16362 2.33622 0.216 0.000 -0.052 -0.691
C -2.18786 -0.03364 2.56832 -0.070 0.015 0.008 -0.920
C -3.15051 0.61596 1.81730 -0.184 0.015 0.039 -0.773
C -2.78067 1.46800 0.78385 0.272 0.102 0.131 0.018
C -1.44129 1.64544 0.52909 0.138 0.185 0.232 -0.583
C -2.41074 -0.69917 -1.31090 0.193 -0.035 -0.150 -0.056
C -3.02689 -1.80741 -0.76968 0.011 -0.112 -0.022 -0.891
H -3.72571 -4.51917 -0.49282 -0.056 -0.080 0.003 0.345
H -3.51002 -3.81772 1.10548 -0.045 -0.047 0.079 0.334
H -2.27681 -4.90119 0.44476 0.004 -0.078 0.036 0.362
H -0.34356 -3.81965 -0.41000 0.048 -0.110 0.035 0.358
H 0.75499 -1.86240 -1.41407 0.089 0.028 0.022 0.678
H -1.94803 1.84897 -2.20736 -0.036 0.029 0.030 0.478
H -0.34534 2.50082 -2.62980 -0.043 -0.093 0.034 0.562
H -0.45066 4.33667 -0.89075 0.042 -0.033 -0.018 0.482
H 1.86582 1.01151 2.65904 -0.016 0.063 -0.088 0.531
H 2.70676 2.00711 1.42944 -0.164 -0.096 0.099 0.440
H 3.75924 1.00316 -0.39799 0.005 0.015 -0.062 0.558
H 2.34466 0.09318 -0.96424 0.144 0.017 0.119 -0.112
H 4.33625 -1.11046 -1.67458 0.039 0.051 0.065 0.401
H 5.00515 -1.07855 -0.01301 -0.040 -0.004 -0.070 0.391
H 2.54588 -3.39222 1.09917 0.036 0.048 0.064 0.391
H 3.94783 -2.40550 1.61300 -0.079 -0.031 -0.020 0.394
H 1.92540 -1.35767 2.46215 -0.055 -0.046 0.003 0.368
H 1.16501 -1.38253 0.84413 0.061 -0.007 0.110 -0.009
H -0.09934 -0.32974 2.95260 0.093 -0.065 0.046 0.379
H -2.48958 -0.69722 3.36489 -0.035 -0.055 0.073 0.454
H -4.19587 0.46312 2.03678 -0.105 -0.032 0.030 0.444
H -3.52131 1.99553 0.20366 -0.121 0.050 -0.104 0.488
H -3.01492 0.14665 -1.59640 -0.038 0.104 0.030 0.346
H -4.09667 -1.80153 -0.61818 -0.127 0.012 0.027 0.428
```
Forces are in eV/Å.

Properties
Maximum force   0.7 eV/A
Highest occupied orbital energy   -8.4802 eV
Structure (SMILES)   Cc1ccc(C(=O)C[C@]2(O)C(=O)N(CN3CCOCC3)c3ccccc32)cc1
Energy   -34374.3231 eV
Orbital gap   8.67 eV
Relative energy (zero: lowest compared OMol25 entry of this formula, charge and spin)   168.02 kJ/mol

=====

Density functional theory data (ωB97M-V/def2-TZVPD) for a structure of composition C5H7NO.

```
14
Properties=species:S:1:pos:R:3:forces:R:3:mulliken_charge:R:1
C -0.68932 -1.17055 0.57314 -0.384 0.039 -0.173 -0.059
C 0.69818 1.12145 1.14487 -0.755 -0.069 -0.347 -0.987
C -0.58142 0.17352 -1.78902 0.036 0.009 0.004 -1.017
C 0.75361 -1.31348 0.84068 0.391 -0.299 -0.019 0.106
C -1.06025 -0.21522 -0.44564 0.198 -0.115 -0.009 0.413
N -0.91522 0.32391 0.75357 0.840 0.220 0.383 -0.361
O 1.70402 -1.94292 0.59427 -0.376 0.319 0.051 -0.378
H -1.33338 -1.89777 1.05164 0.094 0.031 -0.003 0.397
H 1.61083 0.93495 0.57881 -0.077 -0.097 0.041 0.350
H 0.31137 2.10187 0.88212 0.060 0.021 0.059 0.355
H 0.85359 1.03874 2.21482 -0.013 -0.053 -0.075 0.299
H -1.01934 1.13138 -2.07639 0.025 -0.063 0.007 0.294
H -0.84524 -0.57589 -2.53593 0.012 0.069 0.061 0.284
H 0.51256 0.29000 -1.78695 -0.050 -0.011 0.020 0.304
```
Forces are in eV/Å.

Properties
Maximum force   0.9 eV/A
Highest occupied orbital energy (alpha / beta)   -7.2602 / -7.2737 eV
Energy   -8830.3538 eV
Orbital gap (alpha / beta)   7.65 / 7.50 eV
Relative energy (zero: lowest compared OMol25 entry of this formula, charge and spin)   564.35 kJ/mol

=====

Q: What is the energy in the fourth record?
A: -35847.4888 eV